The following is a DFT calculation (ωB97M-V with the def2-TZVPD basis set) of a structure of composition C29H47BCl2EuN3O6Si at a distorted geometry.

Calculated values
Molecular weight = 795.5 g/mol
Total charge = -1
Spin multiplicity = 8
E_tot = -3694.04191 a.u.
Kohn-Sham gap (alpha / beta) = 2.189 / 4.889 eV

Each line ends with the Löwdin spin population.
Positions of all 90 atoms, in Å:
1 Eu -0.28502 0.10553 -0.51562  5.0862
2 Cl -1.08518 -0.87372 -2.76034  -0.0049
3 Cl 4.13057 2.55527 0.15380  0.0027
4 Si 3.21094 0.58319 0.18320  0.0006
5 O -5.21667 -0.26958 -0.07874  0.0574
6 O 1.92557 0.90544 -1.17139  -0.0063
7 O -1.09590 2.00802 1.00117  0.1068
8 O -0.04868 -1.89996 0.69784  -0.0048
9 O -4.97274 -2.38908 0.84105  0.0227
10 O -3.11073 -0.84949 1.21632  0.1144
11 N -4.18865 -0.86109 3.26274  0.2569
12 N -1.00814 3.88476 2.30730  0.0737
13 N 0.41386 -4.07269 0.13178  0.0009
14 C 3.98344 3.06460 -3.39322  0.0001
15 C -1.62608 2.78445 1.84859  0.2325
16 C 5.21080 -1.46417 -3.82543  0.0001
17 C 3.08572 -1.35923 -0.28555  0.0007
18 C -6.18761 -2.29553 0.21528  0.0004
19 C -8.44835 -2.78027 -0.31155  0.0058
20 C -7.51930 -0.61422 -0.91250  0.0065
21 C 4.98045 -0.04407 0.72842  0.0004
22 C 4.26643 4.52451 -3.53459  0.0001
23 C -0.11995 -2.88005 -0.10565  0.0018
24 C 6.38627 -1.05715 -3.18867  0.0000
25 C 2.63197 1.08958 -2.50653  0.0008
26 C 6.36766 0.06415 -2.36268  0.0000
27 C -7.23066 -3.19503 0.24738  0.0042
28 C 2.83344 2.56000 -2.88442  0.0003
29 C -1.65540 4.85786 3.18510  0.0962
30 C 1.62739 3.44728 -2.80379  0.0024
31 C 5.16693 0.74256 -2.16026  0.0000
32 C 4.00066 -0.80858 -3.57582  0.0001
33 C -6.33510 -1.01992 -0.33400  0.0003
34 C 2.12999 0.71079 1.74361  0.0098
35 C 1.06450 -4.34629 1.41214  0.0040
36 C 3.95245 0.29520 -2.69642  0.0001
37 C -8.58406 -1.51414 -0.87346  0.0025
38 C 0.57563 -5.04595 -0.95197  0.0015
39 C -3.82318 -0.20624 2.17898  0.3764
40 C 0.42111 4.08642 2.04985  0.0267
41 C -5.15997 -0.26215 4.18249  0.0844
42 C -3.74099 -2.22775 3.57323  0.0478
43 B -4.36613 -1.13248 0.65495  0.1017
44 H 1.87946 4.34270 -2.20718  0.0004
45 H 3.09596 -1.11033 -4.10219  0.0002
46 H 3.78285 4.99757 -4.39847  0.0000
47 H -3.88296 -2.36769 4.64869  0.0074
48 H -9.53551 -1.22976 -1.32423  0.0000
49 H -0.36228 -5.07123 -1.53086  0.0004
50 H -4.80129 0.70846 4.56973  0.0498
51 H 0.80726 -6.02172 -0.51474  0.0001
52 H 1.29908 1.43647 1.71262  0.0021
53 H 0.62937 5.09063 2.45184  0.0028
54 H 1.78533 -0.28488 2.08419  0.0029
55 H 1.35056 3.81964 -3.81252  0.0002
56 H -0.91144 5.62379 3.43594  0.0041
57 H 4.74811 2.39581 -3.79414  0.0000
58 H -0.61452 -2.78928 -1.08601  0.0010
59 H 1.03120 3.31367 2.56125  0.0124
60 H -1.99784 4.39600 4.12003  0.0689
61 H 7.27793 0.41606 -1.87108  0.0000
62 H 1.28179 -5.41966 1.44196  0.0003
63 H 2.15057 -1.69116 -0.76088  0.0004
64 H 0.63122 4.05497 0.96985  0.0006
65 H -7.10582 -4.18333 0.68020  0.0006
66 H 5.41160 -0.80143 0.06607  0.0000
67 H 0.76206 2.93058 -2.37104  0.0025
68 H 2.83606 1.06420 2.50952  0.0019
69 H 4.80269 -0.48522 1.71907  0.0001
70 H 3.22608 -1.98041 0.61552  0.0001
71 H 5.72954 0.76548 0.83199  0.0000
72 H -4.33566 -2.97658 3.04035  0.0105
73 H 5.34042 4.69185 -3.64574  0.0000
74 H 5.20137 1.69905 -1.61954  0.0000
75 H -9.30647 -3.45311 -0.27721  0.0003
76 H -2.63018 2.59809 2.28374  0.0532
77 H -2.51144 5.32366 2.68334  0.0015
78 H 2.00916 -3.78288 1.51269  0.0003
79 H 1.39958 -4.76913 -1.63335  0.0001
80 H -5.32395 -0.94515 5.02315  0.0043
81 H -3.87468 0.88989 2.13032  0.0306
82 H 3.94903 5.08015 -2.64544  0.0001
83 H 7.29905 -1.65619 -3.26769  0.0000
84 H -2.68626 -2.35220 3.32728  0.0093
85 H 5.21839 -2.29715 -4.52113  0.0000
86 H 0.39185 -4.06308 2.23520  0.0026
87 H -7.61378 0.37305 -1.34995  0.0007
88 H 1.86600 0.66017 -3.18413  0.0006
89 H -6.13156 -0.10043 3.67658  0.0129
90 H 3.87481 -1.64073 -0.99618  0.0001